Record 1
{"formula": "C21H59BN16O33P", "method": "ωB97M-V with the def2-TZVPD basis set", "charge": -1, "spin_multiplicity": 1, "gap_ev": 4.98, "elements": ["C", "C", "B", "O", "N", "C", "C", "O", "O", "P", "C", "C", "H", "H", "H", "H", "H", "H", "H", "H", "H", "H", "H", "H", "H", "H", "C", "N", "O", "O", "H", "H", "H", "C", "N", "O", "O", "H", "H", "H", "C", "N", "O", "O", "H", "H", "H", "C", "N", "O", "O", "H", "H", "H", "C", "N", "O", "O", "H", "H", "H", "C", "N", "O", "O", "H", "H", "H", "C", "N", "O", "O", "H", "H", "H", "C", "N", "O", "O", "H", "H", "H", "C", "N", "O", "O", "H", "H", "H", "C", "N", "O", "O", "H", "H", "H", "C", "N", "O", "O", "H", "H", "H", "C", "N", "O", "O", "H", "H", "H", "C", "N", "O", "O", "H", "H", "H", "C", "N", "O", "O", "H", "H", "H", "C", "N", "O", "O", "H", "H", "H"], "positions_angstrom": [[-1.0749, 0.3638, -4.6186], [-1.8883, -0.8572, -4.1412], [-1.0782, -1.7214, -3.0985], [-1.5524, -1.8961, -1.7810], [0.1595, -2.3979, -3.5130], [0.1510, -3.8697, -3.3477], [0.5749, -4.6554, -4.6145], [0.5973, -5.8941, -4.4538], [0.8207, -3.9914, -5.6417], [1.3917, -1.4617, -2.8447], [2.8546, -1.7046, -3.9051], [1.8735, -2.0601, -1.1852], [-0.1402, 0.0045, -5.0462], [-0.8409, 1.0036, -3.7691], [-1.6273, 0.9119, -5.3757], [-2.8416, -0.5318, -3.7125], [-2.0851, -1.4923, -5.0095], [-2.3741, -2.3991, -1.7695], [-0.8713, -4.2016, -3.1394], [0.7539, -4.2115, -2.5050], [3.4826, -0.8170, -3.8449], [2.4643, -1.7644, -4.9196], [3.4579, -2.5940, -3.7122], [1.0457, -1.8495, -0.5085], [2.7213, -1.4489, -0.8741], [2.1158, -3.1200, -1.0963], [0.0753, -4.6456, 2.2438], [0.9643, -4.7147, 1.0545], [2.1634, -4.8648, 1.2465], [0.4519, -4.6100, -0.0306], [0.6826, -4.7528, 3.1295], [-0.4229, -3.6805, 2.2162], [-0.6441, -5.4537, 2.1584], [-1.8012, -4.5900, 6.9986], [-1.0394, -4.3513, 5.7434], [-0.7620, -3.2063, 5.4532], [-0.7369, -5.3195, 5.0775], [-1.9906, -3.6304, 7.4646], [-2.7236, -5.0918, 6.7230], [-1.1916, -5.2326, 7.6263], [-5.6484, 1.7250, -6.1015], [-4.1648, 1.6873, -6.1994], [-3.5626, 2.7228, -5.9657], [-3.6530, 0.6371, -6.5071], [-5.9503, 2.7257, -5.8203], [-6.0453, 1.4615, -7.0769], [-5.9501, 0.9973, -5.3541], [-0.7166, 0.2679, 5.4427], [-1.9533, 0.5631, 6.2199], [-2.6940, -0.3541, 6.5021], [-2.1393, 1.7242, 6.5425], [-0.6850, -0.7926, 5.2411], [-0.7706, 0.8465, 4.5244], [0.1208, 0.5816, 6.0531], [-5.1178, 5.8318, -6.2418], [-6.5180, 5.8509, -5.7289], [-7.1284, 4.7998, -5.7115], [-6.9608, 6.9190, -5.3604], [-4.8627, 4.8164, -6.5217], [-5.0804, 6.5070, -7.0912], [-4.4791, 6.1903, -5.4405], [3.1919, -2.6518, 4.5119], [2.0978, -1.6465, 4.5898], [1.8229, -1.1820, 5.6782], [1.5441, -1.3506, 3.5523], [3.5802, -2.8056, 5.5111], [2.7653, -3.5607, 4.0965], [3.9483, -2.2504, 3.8443], [3.1860, -3.7640, -7.6781], [4.1398, -2.7726, -7.1190], [5.1408, -3.1859, -6.5621], [3.8685, -1.5933, -7.2478], [3.5818, -4.7532, -7.4870], [2.2318, -3.6298, -7.1649], [3.1012, -3.5569, -8.7426], [-9.6674, 4.7199, -8.4856], [-8.3462, 4.0554, -8.6402], [-8.1041, 3.0997, -7.9377], [-7.5841, 4.5342, -9.4588], [-10.2228, 4.1954, -7.7176], [-9.4720, 5.7488, -8.1975], [-10.1718, 4.6852, -9.4471], [2.2708, 2.9079, 5.5617], [3.4271, 2.0047, 5.3110], [3.6647, 1.1359, 6.1223], [4.0666, 2.1989, 4.2952], [1.8057, 2.6148, 6.4952], [2.6575, 3.9212, 5.6073], [1.5908, 2.8003, 4.7220], [7.1162, 1.9712, 4.3582], [8.2663, 1.0520, 4.1355], [8.4562, 0.1726, 4.9553], [8.9414, 1.2374, 3.1471], [6.6176, 1.6750, 5.2721], [7.5191, 2.9766, 4.4320], [6.4548, 1.8786, 3.5046], [11.1179, 1.3579, 7.4268], [10.0561, 2.4011, 7.4264], [9.7324, 2.8998, 8.4875], [9.5763, 2.6768, 6.3504], [11.4505, 1.2087, 8.4469], [10.6759, 0.4585, 7.0065], [11.9201, 1.7169, 6.7896], [-5.0567, 3.4111, 5.6864], [-5.4116, 4.4172, 4.6477], [-6.4244, 4.2393, 4.0039], [-4.6554, 5.3586, 4.5191], [-5.8172, 2.6398, 5.6883], [-4.0814, 3.0053, 5.4370], [-5.0139, 3.9324, 6.6375], [7.5668, 1.7718, 10.4623], [6.7501, 0.6644, 11.0324], [7.3356, -0.2591, 11.5602], [5.5452, 0.7632, 10.9299], [8.6129, 1.5490, 10.6273], [7.3383, 1.8353, 9.4034], [7.2697, 2.6854, 10.9677], [-11.5918, 7.6046, -11.7595], [-12.2570, 6.3107, -11.4386], [-11.5815, 5.4421, -10.9210], [-13.4304, 6.2114, -11.7176], [-10.5541, 7.5386, -11.4555], [-11.6864, 7.7573, -12.8300], [-12.1217, 8.3812, -11.2168], [3.7678, -7.7268, 0.6226], [3.0379, -8.9256, 1.1189], [3.6917, -9.8299, 1.6043], [1.8298, -8.9174, 1.0196], [4.8254, -7.8855, 0.7947], [3.5462, -7.6137, -0.4345], [3.3943, -6.8715, 1.1766]], "mulliken_charge": [-0.99, -0.12, 0.28, -0.60, 0.31, -0.21, 0.30, -0.79, -0.73, 0.02, -1.07, -1.10, 0.17, 0.32, 0.26, 0.18, 0.29, 0.24, 0.28, -0.01, 0.52, 0.08, 0.38, 0.23, 0.47, 0.24, -0.83, 1.04, -0.63, -0.47, 0.20, 0.33, 0.34, -0.81, 0.85, -0.47, -0.53, 0.32, 0.30, 0.29, -0.66, 0.97, -0.55, -0.51, 0.12, 0.33, 0.31, -0.31, 0.99, -0.55, -0.60, -0.01, 0.30, 0.22, -0.62, 0.92, -0.52, -0.57, 0.19, 0.28, 0.30, -0.76, 0.94, -0.51, -0.52, 0.33, 0.19, 0.32, -0.55, 0.93, -0.57, -0.53, 0.27, 0.25, 0.25, -0.76, 0.95, -0.51, -0.57, 0.32, 0.27, 0.33, -0.82, 0.96, -0.50, -0.54, 0.32, 0.31, 0.30, -0.76, 0.99, -0.56, -0.57, 0.24, 0.30, 0.36, -0.75, 0.90, -0.56, -0.51, 0.30, 0.30, 0.30, -0.60, 0.86, -0.52, -0.52, 0.30, 0.21, 0.27, -0.64, 0.89, -0.53, -0.52, 0.30, 0.22, 0.28, -0.69, 0.86, -0.55, -0.52, 0.30, 0.27, 0.29, -0.45, 0.88, -0.55, -0.53, 0.31, 0.29, 0.07]}



Record 2
{"formula": "C7H15LaO4", "method": "ωB97M-V with the def2-TZVPD basis set", "charge": 1, "spin_multiplicity": 2, "gap_ev": [6.75, 6.80], "elements": ["C", "O", "C", "H", "H", "H", "H", "La", "C", "O", "C", "C", "O", "C", "C", "O", "H", "H", "H", "H", "H", "H", "H", "H", "H", "H", "H"], "positions_angstrom": [[-2.4784, 1.9749, 0.7001], [-1.3578, 1.5574, 1.3996], [-0.7918, 2.3486, 2.4837], [-2.6291, 1.0384, -0.1823], [-2.2808, 2.8743, 0.0958], [-1.4043, 2.1536, 3.3843], [-0.8217, 3.4168, 2.2022], [1.2620, 0.8132, 2.0088], [-2.4354, -0.7061, -1.4085], [-1.1373, -0.5230, -1.7803], [-0.2981, -1.6570, -1.6944], [0.3102, -1.8147, -0.3152], [1.2336, -0.7772, -0.0181], [2.6045, -1.0228, -0.3576], [3.3705, 0.2663, -0.0685], [3.0318, 0.7929, 1.1694], [-2.9385, -1.4198, -2.0755], [-3.1649, -0.6419, -0.6022], [0.4861, -1.5267, -2.4512], [-0.8554, -2.5750, -1.9443], [-0.4747, -1.7701, 0.4528], [0.8129, -2.7900, -0.2359], [2.6851, -1.3125, -1.4161], [2.9658, -1.8492, 0.2770], [4.4486, 0.0209, -0.1404], [3.1586, 0.9808, -0.8915], [-3.3014, 2.1479, 1.4084]], "mulliken_charge": [-0.31, -0.16, -1.01, -0.15, 0.31, 0.33, 0.31, 1.62, -0.76, -0.32, -0.44, -0.56, -0.30, -0.41, -0.37, -0.57, 0.34, 0.47, 0.25, 0.42, 0.34, 0.34, 0.33, 0.35, 0.34, 0.30, 0.30]}



Question: What is the formula in the first record?
Answer: C21H59BN16O33P



Question: Which formula does entry 2 have?
Answer: C7H15LaO4